ORCA calculation (ωB97M-V/def2-TZVPD) on a cluster of 11 separate species, C66H165N11O22 in total.

Each atom is followed by the atoms it is bonded to, with distances in Å.
Cartesian coordinates (Å):
1 C -23.673 4.472 12.945  O2 1.404, H10 1.090, H11 1.090, H12 1.090
2 O -24.898 4.876 13.501  C1 1.404, C3 1.401
3 C -25.513 3.789 14.135  O2 1.401, C4 1.557, H13 1.090, H14 1.090
4 C -27.003 4.210 14.300  C3 1.557, N5 1.447, H15 1.090, H16 1.090
5 N -27.939 3.917 13.236  C4 1.447, C6 1.439, H17 1.010
6 C -27.624 4.594 12.006  N5 1.439, C7 1.533, H18 1.090, H19 1.090
7 C -28.601 4.420 10.837  C6 1.533, O8 1.445, H20 1.090, H21 1.090
8 O -27.950 4.849 9.620  C7 1.445, C9 1.447
9 C -28.854 4.894 8.491  O8 1.447, H22 1.090, H23 1.090, H24 1.090
10 H -23.282 5.358 12.445  C1 1.090
11 H -23.774 3.648 12.239  C1 1.090
12 H -22.969 4.085 13.682  C1 1.090
13 H -25.068 3.725 15.128  C3 1.090
14 H -25.383 2.811 13.671  C3 1.090
15 H -27.160 5.260 14.547  C4 1.090
16 H -27.275 3.612 15.170  C4 1.090
17 H -27.867 2.911 13.175  N5 1.010
18 H -26.607 4.396 11.668  C6 1.090
19 H -27.517 5.666 12.170  C6 1.090
20 H -29.514 4.989 11.011  C7 1.090
21 H -28.847 3.358 10.822  C7 1.090
22 H -29.732 5.503 8.705  C9 1.090
23 H -29.243 3.888 8.336  C9 1.090
24 H -28.463 5.408 7.613  C9 1.090
25 C -23.534 4.511 9.551  O26 1.359, H34 1.090, H35 1.090, H36 1.090
26 O -23.527 4.249 8.217  C25 1.359, C27 1.408
27 C -24.776 3.917 7.659  O26 1.408, C28 1.502, H37 1.090, H38 1.090
28 C -24.741 3.607 6.190  C27 1.502, N29 1.436, H39 1.090, H40 1.090
29 N -24.087 4.599 5.384  C28 1.436, C30 1.482, H41 1.010
30 C -24.822 5.865 5.158  N29 1.482, C31 1.562, H42 1.090, H43 1.090
31 C -26.138 5.733 4.326  C30 1.562, O32 1.439, H44 1.090, H45 1.090
32 O -27.218 5.362 5.203  C31 1.439, C33 1.418
33 C -28.444 5.222 4.505  O32 1.418, H46 1.090, H47 1.090, H48 1.090
34 H -23.530 3.522 10.010  C25 1.090
35 H -24.428 5.041 9.878  C25 1.090
36 H -22.652 5.087 9.833  C25 1.090
37 H -25.391 4.798 7.843  C27 1.090
38 H -25.239 3.166 8.300  C27 1.090
39 H -25.710 3.327 5.776  C28 1.090
40 H -24.149 2.692 6.147  C28 1.090
41 H -23.958 4.238 4.449  N29 1.010
42 H -24.229 6.507 4.506  C30 1.090
43 H -24.999 6.452 6.059  C30 1.090
44 H -26.004 5.069 3.472  C31 1.090
45 H -26.324 6.743 3.962  C31 1.090
46 H -28.429 6.104 3.864  C33 1.090
47 H -29.359 5.349 5.084  C33 1.090
48 H -28.520 4.247 4.025  C33 1.090
49 C -32.454 0.141 12.987  O50 1.401, H58 1.090, H59 1.090, H60 1.090
50 O -31.097 0.085 13.328  C49 1.401, C51 1.399
51 C -30.770 0.977 14.354  O50 1.399, C52 1.495, H61 1.090, H62 1.090
52 C -29.321 0.778 14.668  C51 1.495, N53 1.432, H63 1.090, H64 1.090
53 N -28.536 1.132 13.523  C52 1.432, C54 1.424, H65 1.010
54 C -27.322 0.418 13.311  N53 1.424, C55 1.569, H66 1.090, H67 1.090
55 C -26.753 0.626 11.863  C54 1.569, O56 1.398, H68 1.090, H69 1.090
56 O -27.655 0.074 10.949  C55 1.398, C57 1.424
57 C -27.734 -1.348 10.930  O56 1.424, H70 1.090, H71 1.090, H72 1.090
58 H -33.139 -0.276 13.725  C49 1.090
59 H -32.535 -0.485 12.099  C49 1.090
60 H -32.941 1.069 12.685  C49 1.090
61 H -31.274 0.668 15.270  C51 1.090
62 H -30.986 1.981 13.991  C51 1.090
63 H -29.082 -0.250 14.942  C52 1.090
64 H -29.072 1.418 15.514  C52 1.090
65 H -29.107 0.936 12.713  N53 1.010
66 H -27.428 -0.655 13.468  C54 1.090
67 H -26.661 0.712 14.126  C54 1.090
68 H -25.732 0.287 11.685  C55 1.090
69 H -26.835 1.671 11.565  C55 1.090
70 H -28.067 -1.926 11.792  C57 1.090
71 H -26.741 -1.707 10.656  C57 1.090
72 H -28.476 -1.518 10.151  C57 1.090
73 C -33.736 -1.533 8.472  O74 1.421, H82 1.090, H83 1.090, H84 1.090
74 O -33.188 -0.490 9.267  C73 1.421, C75 1.399
75 C -32.055 0.175 8.787  O74 1.399, C76 1.558, H85 1.090, H86 1.090
76 C -31.616 1.481 9.514  C75 1.558, N77 1.453, H87 1.090, H88 1.090
77 N -32.725 2.419 9.576  C76 1.453, C78 1.465, H89 1.010
78 C -32.434 3.684 10.256  N77 1.465, C79 1.526, H90 1.090, H91 1.090
79 C -33.603 4.660 10.340  C78 1.526, O80 1.451, H92 1.090, H93 1.090
80 O -33.504 5.454 11.551  C79 1.451, C81 1.394
81 C -34.596 6.284 11.797  O80 1.394, H94 1.090, H95 1.090, H96 1.090
82 H -32.924 -2.176 8.133  C73 1.090
83 H -34.319 -1.229 7.603  C73 1.090
84 H -34.334 -2.172 9.121  C73 1.090
85 H -32.039 0.445 7.731  C75 1.090
86 H -31.258 -0.567 8.847  C75 1.090
87 H -30.899 1.872 8.793  C76 1.090
88 H -31.106 1.315 10.463  C76 1.090
89 H -33.541 1.987 9.986  N77 1.010
90 H -31.648 4.158 9.667  C78 1.090
91 H -32.151 3.362 11.258  C78 1.090
92 H -34.586 4.188 10.355  C79 1.090
93 H -33.598 5.249 9.423  C79 1.090
94 H -34.380 6.752 12.757  C81 1.090
95 H -35.455 5.613 11.801  C81 1.090
96 H -34.630 6.986 10.964  C81 1.090
97 C -29.310 -4.322 4.750  O98 1.462, H106 1.090, H107 1.090, H108 1.090
98 O -28.539 -3.225 4.166  C97 1.462, C99 1.438
99 C -27.211 -3.216 4.720  O98 1.438, C100 1.581, H109 1.090, H110 1.090
100 C -26.400 -1.886 4.455  C99 1.581, N101 1.469, H111 1.090, H112 1.090
101 N -27.144 -0.632 4.636  C100 1.469, C102 1.499, H113 1.010
102 C -27.321 -0.288 6.085  N101 1.499, C103 1.499, H114 1.090, H115 1.090
103 C -28.218 0.907 6.194  C102 1.499, O104 1.427, H116 1.090, H117 1.090
104 O -29.478 0.579 5.611  C103 1.427, C105 1.392
105 C -30.375 1.643 5.585  O104 1.392, H118 1.090, H119 1.090, H120 1.090
106 H -29.409 -4.100 5.812  C97 1.090
107 H -28.896 -5.325 4.648  C97 1.090
108 H -30.352 -4.403 4.443  C97 1.090
109 H -26.694 -4.064 4.270  C99 1.090
110 H -27.231 -3.448 5.785  C99 1.090
111 H -26.122 -1.792 3.405  C100 1.090
112 H -25.440 -1.934 4.970  C100 1.090
113 H -28.030 -0.734 4.164  N101 1.010
114 H -26.434 -0.053 6.673  C102 1.090
115 H -27.896 -1.039 6.627  C102 1.090
116 H -27.715 1.791 5.801  C103 1.090
117 H -28.423 1.119 7.243  C103 1.090
118 H -30.298 2.338 6.421  C105 1.090
119 H -31.308 1.235 5.973  C105 1.090
120 H -30.568 2.079 4.604  C105 1.090
121 C -26.234 5.763 18.326  O122 1.450, H130 1.090, H131 1.090, H132 1.090
122 O -26.415 4.569 17.523  C121 1.450, C123 1.407
123 C -26.177 3.384 18.242  O122 1.407, C124 1.558, H133 1.090, H134 1.090
124 C -25.412 2.328 17.389  C123 1.558, N125 1.486, H135 1.090, H136 1.090
125 N -23.969 2.662 17.274  C124 1.486, C126 1.478, H137 1.010
126 C -23.191 1.439 16.989  N125 1.478, C127 1.509, H138 1.090, H139 1.090
127 C -23.333 0.809 15.625  C126 1.509, O128 1.426, H140 1.090, H141 1.090
128 O -22.746 1.568 14.569  C127 1.426, C129 1.380
129 C -22.793 0.960 13.331  O128 1.380, H142 1.090, H143 1.090, H144 1.090
130 H -26.268 6.620 17.654  C121 1.090
131 H -25.276 5.775 18.847  C121 1.090
132 H -27.042 5.881 19.048  C121 1.090
133 H -27.135 2.940 18.515  C123 1.090
134 H -25.742 3.586 19.221  C123 1.090
135 H -25.945 2.149 16.455  C124 1.090
136 H -25.557 1.385 17.917  C124 1.090
137 H -23.932 3.230 16.439  N125 1.010
138 H -23.499 0.746 17.772  C126 1.090
139 H -22.118 1.586 17.117  C126 1.090
140 H -24.392 0.681 15.403  C127 1.090
141 H -22.961 -0.215 15.642  C127 1.090
142 H -23.784 1.136 12.913  C129 1.090
143 H -22.664 -0.120 13.390  C129 1.090
144 H -22.010 1.323 12.665  C129 1.090
145 C -18.561 4.724 16.803  O146 1.447, H154 1.090, H155 1.090, H156 1.090
146 O -18.755 3.734 15.765  C145 1.447, C147 1.429
147 C -19.143 4.318 14.520  O146 1.429, C148 1.527, H157 1.090, H158 1.090
148 C -19.608 3.199 13.590  C147 1.527, N149 1.453, H159 1.090, H160 1.090
149 N -18.526 2.243 13.429  C148 1.453, C150 1.489, H161 1.010
150 C -18.589 1.352 12.239  N149 1.489, C151 1.491, H162 1.090, H163 1.090
151 C -18.004 0.006 12.503  C150 1.491, O152 1.385, H164 1.090, H165 1.090
152 O -18.331 -0.660 13.672  C151 1.385, C153 1.422
153 C -19.723 -0.912 13.811  O152 1.422, H166 1.090, H167 1.090, H168 1.090
154 H -18.054 4.244 17.640  C145 1.090
155 H -19.489 5.097 17.235  C145 1.090
156 H -17.822 5.434 16.431  C145 1.090
157 H -18.384 4.988 14.116  C147 1.090
158 H -19.987 4.979 14.719  C147 1.090
159 H -19.828 3.640 12.618  C148 1.090
160 H -20.500 2.658 13.905  C148 1.090
161 H -18.592 1.577 14.186  N149 1.010
162 H -18.177 1.790 11.330  C150 1.090
163 H -19.635 1.194 11.978  C150 1.090
164 H -16.925 0.122 12.613  C151 1.090
165 H -18.216 -0.612 11.630  C151 1.090
166 H -20.142 -1.122 12.826  C153 1.090
167 H -20.299 -0.160 14.351  C153 1.090
168 H -19.875 -1.813 14.405  C153 1.090
169 C -29.734 13.829 12.020  O170 1.429, H178 1.090, H179 1.090, H180 1.090
170 O -30.142 12.711 11.229  C169 1.429, C171 1.363
171 C -29.434 11.567 11.450  O170 1.363, C172 1.503, H181 1.090, H182 1.090
172 C -30.051 10.367 10.790  C171 1.503, N173 1.449, H183 1.090, H184 1.090
173 N -30.963 9.736 11.723  C172 1.449, C174 1.463, H185 1.010
174 C -31.573 8.563 11.099  N173 1.463, C175 1.502, H186 1.090, H187 1.090
175 C -30.808 7.308 11.412  C174 1.502, O176 1.409, H188 1.090, H189 1.090
176 O -30.432 7.245 12.768  C175 1.409, C177 1.418
177 C -30.869 6.136 13.534  O176 1.418, H190 1.090, H191 1.090, H192 1.090
178 H -29.872 14.750 11.454  C169 1.090
179 H -28.715 13.795 12.406  C169 1.090
180 H -30.257 13.899 12.974  C169 1.090
181 H -29.295 11.469 12.527  C171 1.090
182 H -28.450 11.652 10.987  C171 1.090
183 H -29.292 9.625 10.543  C172 1.090
184 H -30.508 10.631 9.837  C172 1.090
185 H -30.508 9.436 12.573  N173 1.010
186 H -31.620 8.704 10.020  C174 1.090
187 H -32.619 8.494 11.398  C174 1.090
188 H -29.859 7.336 10.876  C175 1.090
189 H -31.366 6.435 11.072  C175 1.090
190 H -31.959 6.123 13.535  C177 1.090
191 H -30.530 6.316 14.554  C177 1.090
192 H -30.474 5.198 13.142  C177 1.090
193 C -23.186 8.859 13.433  O194 1.360, H202 1.090, H203 1.090, H204 1.090
194 O -24.382 9.430 13.131  C193 1.360, C195 1.444
195 C -25.452 8.462 13.074  O194 1.444, C196 1.576, H205 1.090, H206 1.090
196 C -26.457 8.702 11.884  C195 1.576, N197 1.443, H207 1.090, H208 1.090
197 N -25.786 8.323 10.664  C196 1.443, C198 1.462, H209 1.010
198 C -26.452 8.589 9.391  N197 1.462, C199 1.476, H210 1.090, H211 1.090
199 C -25.529 8.037 8.379  C198 1.476, O200 1.465, H212 1.090, H213 1.090
200 O -24.340 8.875 8.209  C199 1.465, C201 1.442
201 C -23.241 8.208 7.556  O200 1.442, H214 1.090, H215 1.090, H216 1.090
202 H -23.362 8.143 14.236  C193 1.090
203 H -22.546 9.670 13.782  C193 1.090
204 H -22.720 8.388 12.567  C193 1.090
205 H -26.041 8.646 13.973  C195 1.090
206 H -25.171 7.409 13.075  C195 1.090
207 H -26.685 9.756 11.727  C196 1.090
208 H -27.389 8.166 12.061  C196 1.090
209 H -24.991 8.946 10.637  N197 1.010
210 H -26.689 9.628 9.164  C198 1.090
211 H -27.392 8.082 9.172  C198 1.090
212 H -26.011 7.904 7.410  C199 1.090
213 H -25.207 7.008 8.540  C199 1.090
214 H -23.485 8.011 6.512  C201 1.090
215 H -23.093 7.174 7.870  C201 1.090
216 H -22.276 8.713 7.531  C201 1.090
217 C -32.457 14.566 8.360  O218 1.428, H226 1.090, H227 1.090, H228 1.090
218 O -32.480 13.316 7.671  C217 1.428, C219 1.388
219 C -32.667 12.290 8.588  O218 1.388, C220 1.593, H229 1.090, H230 1.090
220 C -32.319 10.956 7.789  C219 1.593, N221 1.487, H231 1.090, H232 1.090
221 N -33.049 10.863 6.497  C220 1.487, C222 1.457, H233 1.010
222 C -32.359 10.014 5.535  N221 1.457, C223 1.502, H234 1.090, H235 1.090
223 C -32.544 8.533 5.702  C222 1.502, O224 1.391, H236 1.090, H237 1.090
224 O -31.906 8.009 6.821  C223 1.391, C225 1.460
225 C -32.126 6.568 6.891  O224 1.460, H238 1.090, H239 1.090, H240 1.090
226 H -33.405 14.653 8.891  C217 1.090
227 H -32.312 15.384 7.654  C217 1.090
228 H -31.685 14.662 9.123  C217 1.090
229 H -33.677 12.262 8.995  C219 1.090
230 H -31.924 12.380 9.381  C219 1.090
231 H -32.559 10.048 8.343  C220 1.090
232 H -31.243 10.996 7.624  C220 1.090
233 H -33.121 11.791 6.105  N221 1.010
234 H -31.313 10.319 5.512  C222 1.090
235 H -32.684 10.309 4.537  C222 1.090
236 H -32.218 8.094 4.759  C223 1.090
237 H -33.628 8.412 5.697  C223 1.090
238 H -31.384 6.054 6.281  C225 1.090
239 H -33.139 6.165 6.889  C225 1.090
240 H -31.863 6.205 7.884  C225 1.090
241 C -33.674 5.815 17.256  O242 1.415, H250 1.090, H251 1.090, H252 1.090
242 O -34.428 5.024 18.155  C241 1.415, C243 1.429
243 C -34.017 4.801 19.505  O242 1.429, C244 1.494, H253 1.090, H254 1.090
244 C -32.659 4.183 19.583  C243 1.494, N245 1.479, H255 1.090, H256 1.090
245 N -32.682 2.736 19.277  C244 1.479, C246 1.480, H257 1.010
246 C -31.344 2.122 19.122  N245 1.480, C247 1.528, H258 1.090, H259 1.090
247 C -30.657 2.383 17.783  C246 1.528, O248 1.363, H260 1.090, H261 1.090
248 O -30.225 3.676 17.803  C247 1.363, C249 1.430
249 C -29.963 4.232 16.512  O248 1.430, H262 1.090, H263 1.090, H264 1.090
250 H -33.513 6.833 17.609  C241 1.090
251 H -34.355 5.845 16.405  C241 1.090
252 H -32.785 5.389 16.791  C241 1.090
253 H -34.714 4.170 20.058  C243 1.090
254 H -34.084 5.815 19.900  C243 1.090
255 H -32.338 4.266 20.622  C244 1.090
256 H -31.912 4.790 19.072  C244 1.090
257 H -33.124 2.810 18.372  N245 1.010
258 H -31.499 1.045 19.192  C246 1.090
259 H -30.613 2.460 19.856  C246 1.090
260 H -31.485 2.383 17.074  C247 1.090
261 H -29.810 1.716 17.620  C247 1.090
262 H -30.938 4.561 16.150  C249 1.090
263 H -29.560 3.486 15.827  C249 1.090
264 H -29.374 5.146 16.594  C249 1.090

Properties
⟨S²⟩: 0.7505
HOMO-LUMO gap (alpha / beta): 1.40 / 8.42 eV
2S+1: 2
charge: -1
energy above the lowest of the compared OMol25 structures with the same formula, charge and spin: 160.1 kJ/mol
HOMO (alpha / beta): 0.48 / -6.58 eV

Results of the Löwdin charge analysis, in e, for atoms 1 through 2: atom 1 (C): -0.106, atom 2 (O): -0.188